Version w
Density functional theory data (ωB97M-V/def2-TZVPD) for a cluster of 2 separate species, C4H13N2S in total.

- Frontier orbital gap (spin up / spin down): 7.095 / 9.796 eV
- Multiplicity: 2
- ⟨S²⟩: 0.753

The geometry in XYZ format:
```
20
Properties=species:S:1:pos:R:3:lowdin_spin:R:1
C -1.84631 -0.31744 -2.89905 0.018
C 0.11441 1.03483 -2.19199 0.570
N -0.42848 -0.11983 -2.69278 0.276
H -2.31162 -0.81848 -2.04466 0.009
H -1.99777 -0.89626 -3.80859 0.004
H -2.31632 0.65828 -3.01455 0.003
H -0.55571 1.80418 -1.84530 0.050
H 1.18051 1.15471 -2.11484 0.044
H 0.13492 -0.95211 -2.69291 0.006
C 0.97640 -0.11106 1.49205 0.005
C 0.71616 -0.17233 2.99350 0.000
S 2.02653 0.69883 3.91179 0.000
N -0.00213 -0.95223 0.78386 0.006
H 0.91516 0.92541 1.15969 0.004
H 1.98220 -0.48402 1.28430 0.000
H -0.25520 0.26560 3.20660 0.000
H 0.68314 -1.21427 3.30953 0.000
H 1.23364 1.34450 4.77202 0.000
H -0.70085 -0.37067 0.34144 0.004
H 0.45133 -1.47762 0.04988 0.000
```


Version x
Density functional theory data (ωB97M-V/def2-TZVPD) for an isolated molecule of C4H13N2S.

- Frontier orbital gap (spin up / spin down): 4.351 / 9.923 eV
- Multiplicity: 2
- ⟨S²⟩: 0.751

The geometry in XYZ format:
```
20
Properties=species:S:1:pos:R:3:lowdin_spin:R:1
N -0.63718 2.21591 -0.09755 0.208
C 0.16143 0.91615 -0.36619 0.083
C -0.88143 0.03135 -1.16729 0.046
S -0.61169 0.33383 -3.02871 0.098
C 0.61666 0.19435 0.92559 0.044
N 1.01268 -1.21965 0.54291 0.006
C 0.70272 -2.25845 1.52441 0.001
H -0.10925 2.87108 0.50518 0.148
H -0.68094 2.54953 -1.07685 0.107
H -1.62808 2.09849 0.18422 0.141
H 0.99257 1.14162 -1.04108 0.028
H -1.83411 0.50051 -0.94972 0.037
H -0.96190 -1.01286 -0.86621 0.001
H -1.50311 -0.60543 -3.34993 0.007
H -0.13178 0.31064 1.72243 0.027
H 1.61774 0.61953 1.06838 0.016
H 1.98761 -1.09296 0.32193 0.000
H -0.35486 -2.21370 1.82132 0.001
H 0.85425 -3.18762 0.95944 0.000
H 1.38866 -2.19233 2.36772 0.000
```


Name the most stable of them. version w.


Version w
Density functional theory data (ωB97M-V/def2-TZVPD) for a structure of composition C6H9N.

- Frontier orbital gap (spin up / spin down): 8.481 / 7.879 eV
- Multiplicity: 2
- Total charge: +1
- ⟨S²⟩: 0.762

The geometry in XYZ format:
```
16
Properties=species:S:1:pos:R:3:lowdin_spin:R:1
C 1.98439 1.19166 -0.71925 0.004
C 1.62070 -0.01238 0.14311 0.044
C 0.10643 -0.14874 0.30417 0.196
C -0.99444 -1.02328 -1.04066 0.170
N -2.16089 -0.58459 -1.04870 0.351
C -0.67923 0.83396 0.98292 0.139
C -0.49519 -0.35513 1.60219 0.035
H 3.02850 1.50296 -0.67575 0.002
H 1.45297 2.09264 -0.38181 0.001
H 1.66713 0.98973 -1.74354 0.000
H 2.07252 -0.06947 1.12652 0.005
H 1.92739 -0.88045 -0.46725 0.001
H -0.24464 -1.71083 -1.46228 0.047
H -1.82733 -1.40232 -0.21789 -0.004
H -1.60922 1.37674 0.84154 0.008
H -0.14673 -0.84708 2.50053 0.001
```


Version x
Density functional theory data (ωB97M-V/def2-TZVPD) for the ion C6H9N with charge +1.

- Frontier orbital gap (spin up / spin down): 10.522 / 7.854 eV
- Multiplicity: 2
- Total charge: +1
- ⟨S²⟩: 0.762

The geometry in XYZ format:
```
16
Properties=species:S:1:pos:R:3:lowdin_spin:R:1
C -0.63455 0.69333 2.43383 0.015
C -0.26392 0.13734 1.09792 0.119
C 0.26225 -1.16793 0.84267 0.365
N 0.53995 -1.26522 -0.48491 0.053
C 0.32442 -0.03830 -1.07968 0.278
C -0.16966 0.83302 -0.07367 0.064
C 0.29424 0.11263 -2.55196 0.050
H -1.12945 1.64292 2.27693 0.000
H -1.29704 0.01800 2.95871 0.003
H 0.24512 0.88223 3.04221 0.007
H 0.35640 -2.08943 1.39503 0.013
H 1.28636 -1.81235 -0.89440 -0.001
H -0.72297 1.73973 -0.23272 -0.001
H -0.45443 0.86695 -2.76995 0.005
H 1.27426 0.32361 -2.98759 0.021
H 0.08902 -0.87652 -2.97241 0.008
```


Name the most stable of them. version x.


Version w
Density functional theory data (ωB97M-V/def2-TZVPD) for a cluster of 3 separate species, C3H8N2O2 in total.

- Frontier orbital gap (spin up / spin down): 8.740 / 4.724 eV
- Multiplicity: 2
- Total charge: +1
- ⟨S²⟩: 0.763

The geometry in XYZ format:
```
15
Properties=species:S:1:pos:R:3:lowdin_spin:R:1
C -2.05928 -3.41623 -0.61833 0.313
C -2.21501 -1.97039 -0.61126 0.288
N -1.02893 -1.40613 -0.44289 0.016
C -0.15581 -2.38167 -0.39162 0.289
N -0.76900 -3.63367 -0.49852 0.067
H -2.81579 -4.18541 -0.64870 0.010
H -3.14675 -1.45271 -0.78420 0.009
H 0.91784 -2.21987 -0.33138 0.008
H -0.36852 -4.54628 -0.31677 -0.001
H 2.46800 3.79258 3.74315 0.000
H 1.50236 2.63336 3.84983 0.000
O 2.06500 3.20143 4.40074 0.000
H 2.27676 5.66651 -2.91856 0.000
H 1.21456 5.02767 -2.05973 0.000
O 2.11457 4.89080 -2.37177 0.000
```


Version x
Density functional theory data (ωB97M-V/def2-TZVPD) for a cluster of 3 separate species, C3H8N2O2 in total.

- Frontier orbital gap (spin up / spin down): 8.828 / 4.810 eV
- Multiplicity: 2
- Total charge: +1
- ⟨S²⟩: 0.762

The geometry in XYZ format:
```
15
Properties=species:S:1:pos:R:3:lowdin_spin:R:1
C 1.40577 0.02899 2.72492 0.353
C -0.03074 -0.14356 2.71993 0.243
N -0.62255 0.96937 3.09502 0.024
C 0.37497 1.82163 3.36824 0.297
N 1.60663 1.26921 3.15919 0.057
H 2.19327 -0.67413 2.48273 0.012
H -0.62927 -1.02138 2.51236 0.006
H 0.16530 2.83882 3.67861 0.009
H 2.51450 1.67809 3.35603 -0.001
H -3.16039 -3.69053 -4.30761 0.000
H -3.35254 -4.93246 -3.47317 0.000
O -2.99470 -4.03121 -3.41676 0.000
H 1.07436 1.58422 -5.95032 0.000
H 0.48397 2.56725 -4.94640 0.000
O 0.97143 1.73570 -5.00279 0.000
```


Name the most stable of them. version x.